No. 1
# C6H16N2

The molecule C6H16N2 at a distorted geometry (wB97M-V/def2-TZVPD, the Open Molecules 2025 dataset).

```
24
Properties=species:S:1:pos:R:3
H 0.480 -0.216 -0.745
H -1.362 -1.000 0.342
H 0.977 2.663 -1.278
H -0.703 -2.594 -2.405
H 1.640 2.414 1.285
C -0.405 -2.824 -0.210
H 0.275 4.169 0.421
H 0.027 0.611 1.815
C -0.430 -1.505 0.614
C -0.318 3.340 0.034
H -0.274 -1.811 1.645
C -1.258 -2.739 -1.483
H -0.936 -3.562 0.412
H -0.997 2.947 0.799
C 1.443 1.697 0.477
N 0.479 2.224 -0.519
C 0.879 0.443 1.149
H 2.332 1.499 -0.121
H 1.746 0.120 1.752
N 0.664 -0.618 0.164
H 0.622 -3.147 -0.335
H -1.741 -3.704 -1.670
H -2.107 -2.057 -1.412
H -1.032 3.650 -0.731
```

Calculated total energy: -347.67150 hartree
LUMO level: 1.138 eV
Relative energy (zero: lowest compared OMol25 entry of this formula, charge and spin): 140.0 kJ/mol
Molar mass: 116.21 g/mol



No. 2
# C6H16N2

The molecule C6H16N2 at a distorted geometry (wB97M-V/def2-TZVPD, the Open Molecules 2025 dataset).

```
24
Properties=species:S:1:pos:R:3
C 0.949 1.093 -0.129
C -0.838 -2.750 -0.637
H 0.747 -3.291 0.705
H -0.307 3.514 -0.256
C -1.257 1.310 0.954
N -0.469 1.395 -0.262
H 1.111 -1.294 -1.069
H 1.515 1.931 0.286
C 0.188 -2.394 0.426
C 1.314 -0.148 0.653
C -0.649 2.686 -0.897
H -0.047 2.714 -1.804
H 0.898 -0.285 1.645
H -0.346 -3.200 -1.494
H -1.706 2.821 -1.092
H -1.202 -1.797 -1.033
H -0.826 0.663 1.711
H -1.452 2.294 1.420
H 1.336 0.939 -1.145
H -0.309 -1.957 1.290
N 1.147 -1.409 -0.069
H 2.372 -0.082 0.943
H -2.243 0.905 0.731
H -1.658 -3.334 -0.232
```

Calculated total energy: -347.66911 hartree
LUMO level: 1.101 eV
Relative energy (zero: lowest compared OMol25 entry of this formula, charge and spin): 146.3 kJ/mol
Molar mass: 116.21 g/mol



No. 3
# C6H16N2

A structure of composition C6H16N2 at a distorted geometry (wB97M-V/def2-TZVPD, the Open Molecules 2025 dataset).

```
24
Properties=species:S:1:pos:R:3
H -1.041 2.348 0.145
H -2.373 -0.407 0.481
C 0.361 -0.401 2.400
N -0.592 0.192 1.468
H 1.950 -0.901 -2.385
H 1.320 1.991 1.144
H -1.651 1.103 -0.968
C -1.587 -0.819 1.120
H 0.361 -0.491 -0.939
H -0.292 2.054 -1.475
C -0.015 -1.499 -2.897
C 0.896 -0.933 -2.118
H 0.230 -1.928 -3.867
H -2.101 -1.177 2.021
H -1.141 -1.697 0.623
H 1.865 1.749 -0.549
N 0.172 0.618 0.006
H 2.188 0.513 0.624
H -0.160 -0.781 3.289
H 1.056 0.348 2.788
C 1.450 1.264 0.338
C -0.753 1.597 -0.596
H -1.070 -1.509 -2.612
H 0.927 -1.236 1.959
```

Calculated total energy: -347.54445 hartree
LUMO level: 0.944 eV
Relative energy (zero: lowest compared OMol25 entry of this formula, charge and spin): 473.6 kJ/mol
Molar mass: 116.21 g/mol



No. 4
# C6H16N2O

A structure of composition C6H16N2O at a distorted geometry (wB97M-V/def2-TZVPD, the Open Molecules 2025 dataset).

```
25
Properties=species:S:1:pos:R:3
H 0.859 0.386 -2.412
C -0.559 -1.069 0.430
H -0.445 1.846 2.287
H -0.630 -0.566 -2.392
H -1.446 -2.714 -0.371
C 0.455 -0.617 -2.272
H -0.084 -1.652 1.220
H 1.961 2.678 -0.116
H 1.858 -0.952 -0.623
C 2.005 1.619 0.194
O 0.786 0.989 -0.012
H 2.359 1.559 1.236
H -1.396 0.452 2.852
H -2.537 -1.641 0.262
C -0.784 0.330 0.793
H 0.851 -1.260 -3.067
C 0.838 -1.168 -0.925
H -2.043 0.615 -0.742
H 0.712 -2.254 -0.898
H -1.819 1.957 0.215
N -1.881 0.947 0.201
C -0.555 0.761 2.220
H 0.363 0.317 2.601
N -1.661 -1.727 -0.250
H 2.793 1.161 -0.431
```

Calculated total energy: -422.82951 hartree
LUMO level: 0.926 eV
Relative energy (zero: lowest compared OMol25 entry of this formula, charge and spin): 412.8 kJ/mol
Molar mass: 132.21 g/mol



LUMO level of number 2 (C6H16N2)? 1.101 eV